Record 1
C47H57N4O2S3Sc as an isolated structure. Source: the Open Molecules 2025 dataset; level of theory: the ωB97M-V functional and the def2-TZVPD basis.

Structure (XYZ):
```
114
Properties=species:S:1:pos:R:3:forces:R:3
Sc 0.6383 0.2289 -0.1135 0.427 0.033 -0.296
O 0.7039 1.7316 1.2577 0.064 0.615 -0.013
S 0.4773 1.9573 2.7494 0.015 0.539 0.513
C -0.7717 3.3134 2.7929 0.032 -0.304 -0.121
C -1.8441 3.1782 1.7028 0.065 0.019 -0.155
C -1.7253 4.2330 0.5936 0.030 -0.234 0.108
C -0.4794 4.1319 -0.2828 -0.148 -0.151 -0.101
S -0.5024 2.9903 -1.7232 -0.489 0.541 0.186
O -0.4865 1.5567 -1.1887 -0.393 -0.137 -0.258
C -2.1840 3.2323 -2.2805 0.128 -0.164 -0.067
C -2.5306 4.4534 -2.8434 0.163 0.046 0.003
C -3.8400 4.6530 -3.2477 -0.009 0.033 -0.015
C -4.7787 3.6387 -3.1005 0.021 -0.017 0.030
C -4.4063 2.4122 -2.5686 -0.051 0.045 -0.043
C -3.0986 2.2006 -2.1560 0.084 -0.094 0.117
C 1.8809 2.9239 3.2992 -0.051 -0.254 -0.057
C 2.0960 3.0300 4.6650 -0.129 -0.075 0.025
C 3.1406 3.8227 5.1162 0.026 0.017 0.017
C 3.9576 4.4804 4.2069 0.008 0.003 0.015
C 3.7440 4.3429 2.8412 -0.010 0.004 0.040
C 2.7001 3.5574 2.3784 -0.027 -0.047 -0.142
H -0.2369 4.2590 2.7235 0.080 -0.008 0.027
H -1.1974 3.2259 3.7931 0.024 0.065 0.026
H -2.8252 3.2893 2.1636 0.000 -0.031 0.020
H -1.8179 2.1832 1.2569 -0.067 -0.014 0.057
H -1.7253 5.2241 1.0532 0.038 0.029 -0.042
H -2.6201 4.1860 -0.0267 -0.031 0.063 -0.014
H 0.3928 3.8062 0.2815 0.154 0.049 -0.048
H -0.2436 5.0921 -0.7474 -0.002 -0.028 -0.078
H -1.7932 5.2390 -2.9660 -0.034 0.011 -0.011
H -4.1258 5.5995 -3.6860 -0.002 0.000 0.020
H -5.8030 3.8073 -3.4039 0.012 -0.017 -0.040
H -5.1332 1.6161 -2.4791 0.005 0.003 0.024
H -2.7895 1.2498 -1.7410 -0.043 0.010 -0.001
H 1.4581 2.5055 5.3673 0.035 -0.008 0.011
H 3.3214 3.9201 6.1779 -0.012 -0.004 -0.004
H 4.7712 5.0966 4.5654 -0.001 -0.007 -0.005
H 4.3920 4.8476 2.1373 0.006 -0.023 -0.007
H 2.5450 3.4131 1.3164 -0.001 0.022 -0.006
C 4.2858 0.4432 -1.6061 -0.207 0.167 0.070
S 3.0256 1.6908 -1.2244 0.096 0.045 0.039
C 2.8823 2.4221 -2.8763 -0.068 -0.160 0.205
H 5.2039 0.9586 -1.8774 0.031 -0.045 -0.008
H 3.9382 -0.1843 -2.4247 0.050 -0.040 0.009
H 4.4535 -0.1578 -0.7147 -0.008 -0.018 -0.011
H 2.4964 1.6884 -3.5825 0.012 0.029 -0.044
H 3.8688 2.7619 -3.1824 -0.008 0.013 -0.041
H 2.2094 3.2725 -2.8165 0.010 0.020 -0.036
C 3.1328 -3.3819 4.8012 -0.042 -0.007 0.027
C 2.9338 -2.3733 3.7047 0.150 0.085 0.030
C 3.9342 -1.4561 3.4127 -0.082 -0.009 -0.033
C 3.7522 -0.5266 2.3936 0.103 0.118 -0.073
C 4.8116 0.4977 2.0823 -0.033 -0.115 0.044
C 2.5615 -0.5501 1.6942 -0.413 -0.253 -0.092
C 1.4816 -1.4268 1.9866 0.518 -0.079 0.209
C 1.7266 -2.3553 3.0056 -0.178 0.030 -0.126
N 0.3633 -1.2528 1.1845 -0.418 -0.136 0.053
C -0.9982 -1.8016 1.3171 -0.181 0.066 -0.075
C -1.2565 -2.8580 2.3957 -0.046 0.014 -0.097
C -2.7335 -3.2772 2.3833 0.012 -0.011 0.046
C -3.6162 -2.0635 2.6818 0.042 -0.038 -0.047
C -3.4084 -1.0114 1.5905 -0.050 0.115 -0.023
C -3.7696 -1.5958 0.2230 0.031 -0.052 0.074
C -2.8745 -2.8039 -0.0641 -0.053 -0.003 -0.102
C -3.0952 -3.8643 1.0173 0.011 0.059 0.033
C -1.4011 -2.3888 -0.0532 -0.019 0.017 0.192
C -1.9367 -0.5986 1.5814 0.094 -0.261 -0.017
H 4.1645 -3.3914 5.1463 -0.001 -0.010 0.004
H 2.8718 -4.3868 4.4679 -0.001 0.009 -0.010
H 2.4938 -3.1452 5.6542 0.011 -0.020 0.006
H 4.8639 -1.4661 3.9686 -0.017 -0.007 0.024
H 5.0593 1.0587 2.9847 0.024 0.042 -0.032
H 4.4727 1.2064 1.3251 0.037 0.028 0.017
H 5.7303 0.0221 1.7343 0.003 0.015 -0.007
H 2.4513 0.1742 0.8794 0.677 0.061 0.335
H 0.9907 -3.0929 3.2741 -0.026 0.004 0.000
H -1.0040 -2.4538 3.3782 0.037 -0.031 0.015
H -0.6400 -3.7392 2.2049 0.054 0.016 0.039
H -2.8808 -4.0343 3.1562 -0.004 0.008 -0.005
H -3.3570 -1.6481 3.6601 -0.042 0.008 0.008
H -4.6669 -2.3592 2.7179 -0.003 0.003 0.017
H -4.0328 -0.1369 1.7977 0.017 0.001 -0.009
H -3.6516 -0.8354 -0.5583 0.006 -0.006 -0.011
H -4.8162 -1.9088 0.2180 -0.011 0.036 -0.034
H -3.1304 -3.2173 -1.0429 0.000 0.055 0.072
H -2.4791 -4.7453 0.8158 -0.032 -0.018 -0.019
H -4.1402 -4.1821 1.0126 0.011 -0.051 -0.006
H -1.2169 -1.6322 -0.8371 -0.047 -0.045 -0.071
H -0.7644 -3.2489 -0.2805 0.082 0.057 -0.043
H -1.6566 -0.1338 2.5326 0.037 0.057 -0.029
H -1.7781 0.1360 0.7705 -0.072 0.099 0.067
C 2.3261 -3.2476 -2.2568 0.041 -0.021 0.005
C 2.0882 -2.2216 -1.3619 0.095 -0.030 -0.004
N 1.4459 -1.0978 -1.7135 -0.028 -0.510 -0.281
C 1.0411 -0.9795 -2.9889 -0.106 0.093 0.040
C 1.2056 -1.9678 -3.9431 0.114 -0.011 0.031
C 1.8737 -3.1291 -3.5582 -0.137 0.105 0.024
C 0.7553 -1.7399 -5.3366 -0.192 -0.047 -0.193
C -0.3421 -2.2179 -5.9281 0.130 0.056 0.251
C -1.3949 -3.0498 -5.3142 -0.191 -0.124 0.047
C -2.4759 -3.4775 -6.0792 0.116 0.054 0.017
C -3.4321 -4.2594 -5.4492 0.057 0.046 -0.017
N -3.3322 -4.5973 -4.1682 -0.133 -0.100 0.047
C -2.2675 -4.1429 -3.5243 0.071 0.041 -0.041
N -1.3029 -3.3808 -4.0195 0.203 0.078 0.008
H 2.8494 -4.1338 -1.9260 0.002 0.012 0.003
H 2.4343 -2.2877 -0.3373 -0.095 -0.021 0.030
H 0.5241 -0.0603 -3.2457 -0.015 -0.001 0.008
H 2.0124 -3.9317 -4.2704 0.034 0.007 -0.014
H 1.4191 -1.1143 -5.9253 -0.025 -0.033 -0.076
H -0.5086 -1.9743 -6.9704 0.041 0.045 -0.008
H -2.5582 -3.2060 -7.1226 -0.042 -0.050 -0.008
H -4.3012 -4.6322 -5.9786 0.017 0.033 -0.043
H -2.1748 -4.4265 -2.4801 0.030 -0.012 -0.074
```
Positions in Å, forces in eV/Å.

## Properties
Total charge: +2
Relative energy (zero: lowest compared OMol25 entry of this formula, charge and spin): 0.0 kcal per mole
E_LUMO: -4.529 eV
Multiplicity: 1
E: -4149.61369 Eh
M: 851.16 g/mol
HOMO level: -11.8915 eV

=====

Record 2
C11H14N5PdSSi as an isolated structure. Source: the Open Molecules 2025 dataset; level of theory: the ωB97M-V functional and the def2-TZVPD basis.

Structure (XYZ):
```
33
Properties=species:S:1:pos:R:3:forces:R:3
Pd -0.5718 -0.3901 -1.2221 0.074 -0.022 -0.074
C -5.6657 -3.1758 -0.4571 -0.001 -0.001 0.002
Si -4.7652 -2.0900 0.7793 0.003 -0.004 -0.004
C -4.3789 -3.0985 2.3114 0.001 0.000 0.002
C -5.8763 -0.6558 1.2535 0.000 0.000 0.001
C -3.2293 -1.4679 0.0440 -0.001 -0.001 0.002
C -2.1991 -1.0504 -0.4478 -0.022 0.018 0.011
H -6.5974 -3.5650 -0.0383 0.000 0.000 -0.001
H -5.0407 -4.0219 -0.7490 0.000 0.000 0.000
H -5.9048 -2.6109 -1.3601 0.000 0.000 0.000
H -5.2904 -3.4932 2.7682 0.000 0.000 0.000
H -3.8615 -2.4863 3.0526 0.000 0.000 0.000
H -3.7267 -3.9379 2.0632 0.000 0.000 0.000
H -6.8130 -1.0077 1.6940 0.000 0.000 0.000
H -6.1142 -0.0495 0.3774 0.000 0.000 0.000
H -5.3782 -0.0087 1.9780 0.000 0.000 0.000
S -1.7885 3.9275 -2.7133 0.017 0.012 0.004
C -1.5857 2.4199 -2.1161 0.012 -0.025 -0.029
N -1.4243 1.3439 -1.7041 -0.027 0.014 0.034
C 2.2630 3.5998 -2.8976 -0.037 0.017 -0.004
C 2.7529 2.1813 -3.2069 -0.054 0.038 -0.007
C 1.8681 1.1871 -2.6091 0.137 -0.066 0.079
N 1.1687 0.4442 -2.0967 -0.094 0.025 -0.033
H 2.9377 4.3246 -3.3514 -0.003 0.002 0.006
H 2.2310 3.7720 -1.8233 0.050 -0.003 0.016
H 1.2545 3.7615 -3.2761 -0.010 -0.018 -0.028
H 3.7564 2.0082 -2.8152 -0.004 -0.001 0.000
H 2.7854 1.9985 -4.2816 -0.011 0.003 -0.005
N 3.5463 -4.5463 0.8237 -0.002 0.002 0.006
C 2.4405 -4.3065 0.5699 0.010 0.008 -0.005
N 1.1563 -4.1352 0.3140 -0.108 -0.030 0.061
C 0.7384 -3.0509 -0.2289 0.261 0.035 -0.177
N 0.3199 -2.1152 -0.7775 -0.189 -0.004 0.145
```
Positions in Å, forces in eV/Å.

## Properties
Total charge: -1
E_LUMO: 2.435 eV
Multiplicity: 1
E: -1516.97528 Eh
M: 382.84 g/mol
HOMO level: -5.4378 eV

=====

Record 3
A single C4H6N4 molecule. Source: the Open Molecules 2025 dataset; level of theory: the ωB97M-V functional and the def2-TZVPD basis.

Structure (XYZ):
```
14
Properties=species:S:1:pos:R:3:forces:R:3
C 0.4612 0.6862 1.7025 -0.082 0.394 0.264
C -1.4176 0.6374 0.3101 -1.299 0.570 -0.410
C 0.8450 0.3238 -0.6151 -0.298 -0.859 -1.057
C -0.1188 0.0921 0.5155 0.493 -3.224 1.693
N 0.8678 1.0329 2.7087 0.459 0.525 0.687
N -2.4664 1.0779 0.1743 -0.212 0.031 -0.146
N 0.3978 -0.2113 -1.9272 -1.854 0.899 1.219
N -0.2302 -1.3937 1.0905 -1.878 1.613 -0.969
H 0.9042 1.4275 -0.5372 1.114 -0.426 -0.561
H 1.6829 -0.3241 -0.3166 0.467 1.129 -0.119
H 1.0979 -0.0253 -2.6491 -0.799 0.191 0.224
H -0.5912 0.1686 -2.1084 2.315 -0.618 -0.383
H -1.2533 -1.4401 1.3254 1.271 -0.179 0.205
H -0.1795 -2.0518 0.3267 0.303 -0.044 -0.649
```
Positions in Å, forces in eV/Å.

## Properties
Total charge: 0
Relative energy (zero: lowest compared OMol25 entry of this formula, charge and spin): 53.6 kcal per mole
E_LUMO: 0.529 eV
Multiplicity: 1
E: -374.97597 Eh
M: 110.12 g/mol
HOMO level: -10.4847 eV